# 1
Below is 7 unconnected molecules or ions with the total composition C25H60Br2NO6 at a distorted geometry, with properties calculated with the ωB97M-V functional and the def2-TZVPD basis.

XYZ file:
```
94
Properties=species:S:1:pos:R:3:lowdin_charge:R:1
C -3.35 4.74 2.13 -0.15
C -2.58 3.75 3.07 -0.26
C -1.02 3.99 3.17 -0.59
Br -0.33 5.42 1.99 0.77
C -0.16 2.65 3.00 -0.25
C -0.21 2.42 1.48 0.02
N -0.83 1.32 1.16 0.11
C -1.27 0.58 2.37 -0.63
Br -3.14 -0.07 2.39 0.77
C -0.74 1.34 3.66 -0.09
H -3.22 4.48 1.06 0.07
H -4.44 4.58 2.34 0.09
H -3.15 5.81 2.33 0.06
H -3.02 3.84 4.09 0.12
H -2.84 2.72 2.73 0.06
H -0.81 4.33 4.21 0.11
H 0.80 2.89 3.49 0.14
H 0.18 3.02 0.64 0.13
H -1.00 0.95 0.23 0.18
H -0.63 -0.33 2.34 0.11
H -1.57 1.46 4.37 0.12
H 0.03 0.64 4.04 0.13
C 4.12 3.25 2.85 -0.05
C 4.61 2.55 1.59 -0.48
C 4.36 3.39 0.36 -0.05
O 3.93 1.29 1.46 -0.07
H 3.04 3.43 2.80 0.05
H 4.30 2.63 3.73 0.08
H 4.63 4.21 2.99 0.09
H 5.67 2.33 1.68 0.14
H 3.28 3.58 0.22 0.07
H 4.70 2.87 -0.54 0.06
H 4.87 4.35 0.42 0.09
H 2.99 1.47 1.38 0.06
C 8.71 0.37 -1.51 -0.06
C 7.76 0.91 -0.44 -0.48
C 6.53 0.02 -0.29 -0.05
O 7.35 2.23 -0.79 -0.06
H 8.21 0.34 -2.49 0.07
H 9.57 1.02 -1.61 0.08
H 9.05 -0.63 -1.26 0.08
H 8.29 0.97 0.51 0.14
H 5.97 -0.02 -1.23 0.07
H 5.86 0.42 0.47 0.05
H 6.81 -1.00 -0.01 0.09
H 6.89 2.18 -1.63 0.06
C 3.41 1.21 -3.32 -0.06
C 4.49 1.78 -4.22 -0.48
C 4.33 1.30 -5.65 -0.05
O 5.77 1.41 -3.72 -0.06
H 3.47 0.12 -3.29 0.07
H 3.54 1.56 -2.29 0.06
H 2.41 1.50 -3.66 0.08
H 4.44 2.88 -4.20 0.14
H 4.42 0.21 -5.70 0.08
H 5.12 1.71 -6.28 0.08
H 3.36 1.59 -6.06 0.08
H 5.82 0.45 -3.74 0.09
C -5.26 -2.86 -0.21 -0.06
C -6.50 -2.75 0.67 -0.49
C -7.49 -1.75 0.10 -0.05
O -6.12 -2.35 1.99 -0.08
H -4.74 -1.89 -0.27 0.06
H -4.55 -3.57 0.22 0.08
H -5.51 -3.18 -1.22 0.08
H -6.97 -3.73 0.75 0.13
H -7.05 -0.75 0.05 0.08
H -8.37 -1.68 0.74 0.08
H -7.81 -2.04 -0.90 0.09
H -5.70 -1.48 1.92 0.03
C 0.75 -1.54 -5.38 -0.06
C 2.01 -2.38 -5.57 -0.50
C 1.67 -3.86 -5.69 -0.06
O 2.89 -2.17 -4.48 -0.07
H 0.24 -1.82 -4.46 0.08
H 1.01 -0.48 -5.30 0.07
H 0.06 -1.66 -6.22 0.08
H 2.53 -2.06 -6.47 0.14
H 1.18 -4.22 -4.77 0.08
H 2.57 -4.45 -5.81 0.08
H 1.00 -4.05 -6.53 0.08
H 2.44 -2.46 -3.67 0.08
C -8.74 -3.66 4.00 -0.06
C -8.82 -5.13 3.63 -0.49
C -8.14 -6.00 4.68 -0.06
O -8.21 -5.35 2.36 -0.06
H -7.69 -3.33 4.05 0.07
H -9.22 -3.05 3.23 0.08
H -9.21 -3.46 4.96 0.08
H -9.87 -5.43 3.54 0.14
H -7.08 -5.75 4.76 0.08
H -8.20 -7.06 4.40 0.08
H -8.60 -5.87 5.66 0.08
H -7.29 -5.09 2.43 0.07
```

calculated total energy = -180750.3625 eV
HOMO-LUMO gap = 6.54 eV
max |F| = 2.55 eV/Å
LUMO level = -0.1816 Ha
total charge = +1

---

# 2
Below is 2 unconnected molecules or ions with the total composition C6H9NOS at a distorted geometry, with properties calculated with the ωB97M-V functional and the def2-TZVPD basis.

XYZ file:
```
18
Properties=species:S:1:pos:R:3:lowdin_charge:R:1
C -0.78 1.80 -0.89 -0.41
C -0.41 -1.81 -1.47 -0.22
C -0.70 -2.02 -0.06 -0.13
C -0.75 0.06 0.91 -0.39
C 0.61 0.50 0.33 -0.47
C 1.37 1.28 1.33 -0.07
N 0.35 1.37 -0.79 0.00
O 0.48 -2.41 -0.62 -0.04
S -2.02 1.12 0.32 0.88
H -1.23 2.44 -1.68 0.09
H -0.81 -2.39 -2.35 0.12
H -0.21 -0.88 -1.94 0.08
H -1.43 -2.74 0.41 0.12
H -0.81 -0.43 1.81 0.03
H 1.18 -0.35 -0.17 0.15
H 2.47 1.42 1.04 0.10
H 1.65 0.80 2.30 0.10
H 1.04 2.24 1.51 0.05
```

ΔE to the lowest compared entry with this formula, charge and spin = 4.076 eV
calculated total energy = -20735.5833 eV
HOMO-LUMO gap (alpha / beta) = 8.45 / 8.46 eV
max |F| = 5.39 eV/Å
LUMO level (alpha / beta) = 0.0276 / 0.0276 Ha

---

# 3
Below is a molecular structure, C38H39NOP2SiW at a distorted geometry, with properties calculated with the ωB97M-V functional and the def2-TZVPD basis.

XYZ file:
```
83
Properties=species:S:1:pos:R:3:lowdin_charge:R:1
C -1.18 3.48 -3.73 -0.02
C -0.99 2.23 -3.14 -0.22
C 0.33 1.78 -2.90 -0.18
C 1.44 2.58 -3.26 -0.13
C 1.21 3.86 -3.75 0.00
C -0.08 4.30 -4.02 -0.03
C 2.82 2.00 -3.33 -0.06
C 2.81 0.50 -3.32 -0.13
C 1.64 -0.23 -3.03 -0.20
C 1.56 -1.62 -3.29 -0.21
C 2.69 -2.27 -3.78 -0.03
C 3.87 -1.57 -4.02 -0.03
C 3.94 -0.20 -3.78 0.00
H -2.19 3.79 -3.99 0.13
H 2.07 4.50 -3.98 0.13
H -0.24 5.28 -4.46 0.12
H 3.24 2.28 -4.31 0.14
H 2.63 -3.35 -3.96 0.13
H 4.75 -2.10 -4.39 0.13
H 4.85 0.36 -3.99 0.13
N 0.55 0.46 -2.44 -0.11
W -0.18 -0.19 -0.68 1.03
C -2.18 1.33 -2.83 -0.26
H -2.21 0.41 -3.44 0.10
H -3.12 1.87 -3.04 0.11
C 0.28 -2.40 -2.99 -0.24
H -0.59 -2.00 -3.53 0.10
H 0.42 -3.45 -3.27 0.11
P -2.26 0.87 -1.04 0.75
P -0.10 -2.43 -1.17 0.75
C 1.22 -3.46 -0.47 -0.20
H 0.99 -3.68 0.58 0.05
H 1.33 -4.40 -1.03 0.08
H 2.18 -2.92 -0.51 0.06
C -1.68 -3.24 -0.88 -0.20
H -1.57 -4.33 -1.00 0.08
H -2.03 -3.02 0.13 0.03
H -2.44 -2.88 -1.59 0.05
C -2.51 2.46 -0.20 -0.19
H -3.56 2.78 -0.32 0.08
H -2.26 2.37 0.86 0.03
H -1.85 3.22 -0.63 0.07
C -3.74 -0.12 -0.81 -0.22
H -3.66 -0.71 0.12 0.02
H -4.61 0.55 -0.73 0.08
H -3.87 -0.80 -1.65 0.06
C 1.65 0.17 -0.02 -0.30
O 2.83 0.28 0.07 0.15
H 3.55 2.47 -2.67 0.14
C -1.12 4.09 3.64 -0.06
C -0.18 4.01 2.61 -0.06
C 0.15 2.76 2.06 -0.12
C -0.47 1.60 2.53 -0.34
C -1.38 1.68 3.59 -0.10
C -1.72 2.93 4.14 -0.05
Si 0.01 -0.08 1.82 0.61
C 1.52 -0.54 2.87 -0.28
C 2.38 -1.58 2.49 -0.14
C 3.39 -2.03 3.35 -0.06
C 3.59 -1.40 4.59 -0.06
C 2.78 -0.31 4.94 -0.05
C 1.76 0.12 4.09 -0.06
C -1.30 -1.34 2.36 -0.29
C -0.92 -2.64 2.73 -0.09
C -1.89 -3.60 3.04 -0.05
C -3.25 -3.26 3.01 -0.05
C -3.63 -1.96 2.67 -0.06
C -2.66 -1.00 2.36 -0.15
H -1.38 5.06 4.07 0.12
H 0.30 4.91 2.23 0.11
H 0.89 2.71 1.25 0.10
H -1.83 0.78 4.01 0.11
H -2.45 2.98 4.95 0.12
H 2.27 -2.06 1.52 0.06
H 4.02 -2.87 3.05 0.11
H 4.36 -1.76 5.27 0.12
H 2.95 0.21 5.89 0.12
H 1.15 0.97 4.37 0.10
H 0.14 -2.90 2.79 0.10
H -1.58 -4.61 3.31 0.12
H -4.00 -4.00 3.24 0.12
H -4.69 -1.68 2.65 0.12
H -2.96 0.03 2.13 0.10
```

ΔE to the lowest compared entry with this formula, charge and spin = 0.000 eV
calculated total energy = -71842.8659 eV
HOMO-LUMO gap (alpha / beta) = 5.64 / 5.30 eV
max |F| = 6.96 eV/Å
expectation value of S² = 2.098
LUMO level (alpha / beta) = -0.2836 / -0.2993 Ha
total charge = +2
spin multiplicity = 3

---

# 4
Below is 2 unconnected molecules or ions with the total composition C2HClO2 at a distorted geometry, with properties calculated with the ωB97M-V functional and the def2-TZVPD basis.

XYZ file:
```
6
Properties=species:S:1:pos:R:3:lowdin_charge:R:1
C 1.18 -0.21 0.69 -0.47
C -0.89 -0.30 -0.74 -0.47
O 2.02 -0.57 0.01 0.24
O 0.25 0.25 1.23 0.12
Cl -2.28 0.33 -0.17 0.64
H -0.27 0.50 -1.03 -0.06
```

ΔE to the lowest compared entry with this formula, charge and spin = 2.529 eV
calculated total energy = -18704.2805 eV
HOMO-LUMO gap = 8.47 eV
max |F| = 2.05 eV/Å
LUMO level = -0.0201 Ha

---

# 5
Below is C5H6N2O in the gas phase at a distorted geometry, with properties calculated with the ωB97M-V functional and the def2-TZVPD basis.

XYZ file:
```
14
Properties=species:S:1:pos:R:3:lowdin_charge:R:1
C 2.27 0.75 -1.56 -0.25
C -0.92 -0.89 0.85 -0.53
C 0.51 1.20 0.34 -0.19
C 1.69 0.46 -0.32 -0.04
C -0.74 0.34 0.08 0.04
N 2.69 1.04 -2.60 0.15
N -2.09 -1.68 0.41 0.09
O -0.12 -1.37 1.61 0.07
H 0.87 1.28 1.40 0.12
H 0.40 2.20 -0.10 0.11
H 1.96 -0.51 0.01 0.10
H -1.23 0.74 -0.85 0.13
H -2.68 -1.18 -0.29 0.08
H -2.61 -2.39 1.01 0.13
```

ΔE to the lowest compared entry with this formula, charge and spin = 3.004 eV
calculated total energy = -10306.5992 eV
HOMO-LUMO gap (alpha / beta) = 7.72 / 8.26 eV
max |F| = 4.18 eV/Å
LUMO level (alpha / beta) = -0.0550 / -0.0455 Ha

---

# 6
Below is 5 unconnected molecules or ions with the total composition C23H41BFN2O12 at a distorted geometry, with properties calculated with the ωB97M-V functional and the def2-TZVPD basis.

XYZ file:
```
80
Properties=species:S:1:pos:R:3:lowdin_charge:R:1
N 1.21 -2.27 -2.48 0.19
N 0.40 -3.41 -2.64 -0.02
C -0.74 -3.34 -3.32 0.02
C -1.51 -4.44 -3.49 0.06
C -1.10 -5.63 -2.92 -0.03
C -2.02 -6.82 -3.17 -0.45
O -2.27 -7.11 -4.32 0.17
O -2.55 -7.48 -2.12 0.15
C 0.09 -5.72 -2.21 -0.05
C 0.54 -7.05 -1.64 0.03
B 1.11 -7.01 -0.15 -0.64
O 0.56 -6.28 0.86 0.17
O 2.24 -7.76 0.13 0.18
C 0.81 -4.56 -2.13 -0.21
F 1.97 -4.54 -1.52 0.19
H 1.48 -2.19 -1.50 0.10
H 0.62 -1.47 -2.69 0.12
H -1.01 -2.37 -3.72 0.16
H -2.42 -4.37 -4.06 0.15
H -2.47 -6.93 -1.33 0.14
H 1.26 -7.51 -2.32 0.14
H -0.31 -7.73 -1.62 0.12
H 0.73 -6.76 1.68 0.14
H 2.85 -7.72 -0.61 0.11
O -0.60 0.50 2.61 0.11
C -0.13 -0.60 2.63 -0.51
O 0.85 -0.90 1.75 -0.01
C 1.60 -2.11 1.77 -0.21
C 0.87 -3.19 1.00 -0.05
C -0.66 -1.68 3.54 0.02
H 1.85 -2.41 2.78 0.12
H 2.54 -1.89 1.27 0.13
H -0.09 -3.42 1.46 0.09
H 1.45 -4.11 0.95 0.07
H 0.67 -2.85 -0.01 0.05
H -1.52 -2.15 3.07 0.07
H -0.96 -1.22 4.48 0.10
H 0.07 -2.45 3.79 0.08
O 1.85 1.96 -1.50 0.07
C 1.53 2.80 -0.69 -0.53
O 2.18 3.97 -0.67 0.00
C 1.76 5.10 0.11 -0.22
C 2.30 5.01 1.52 -0.06
C 0.48 2.52 0.35 0.00
H 0.68 5.21 0.09 0.12
H 2.18 5.98 -0.38 0.11
H 1.92 4.13 2.05 0.07
H 2.03 5.90 2.09 0.09
H 3.39 4.93 1.50 0.09
H 0.93 1.99 1.18 0.08
H -0.28 1.87 -0.10 0.09
H -0.04 3.40 0.71 0.08
O 3.12 9.08 0.26 0.10
C 3.54 9.18 -0.87 -0.54
O 3.01 10.10 -1.69 0.00
C 3.56 10.42 -2.97 -0.23
C 3.06 9.48 -4.05 -0.07
C 4.59 8.23 -1.40 0.01
H 4.65 10.47 -2.93 0.11
H 3.22 11.44 -3.19 0.12
H 3.37 8.45 -3.86 0.07
H 3.44 9.78 -5.03 0.08
H 1.97 9.49 -4.08 0.08
H 4.10 7.32 -1.74 0.09
H 5.27 7.99 -0.58 0.09
H 5.20 8.65 -2.20 0.07
O -3.42 -3.57 3.05 0.08
C -4.34 -2.82 3.27 -0.53
O -5.54 -3.10 2.77 0.01
C -6.74 -2.39 3.11 -0.23
C -6.91 -1.15 2.25 -0.06
C -4.12 -1.52 4.00 0.01
H -6.76 -2.16 4.18 0.12
H -7.56 -3.08 2.93 0.12
H -6.10 -0.44 2.40 0.07
H -7.85 -0.65 2.49 0.09
H -6.91 -1.42 1.20 0.08
H -3.77 -0.77 3.30 0.10
H -3.37 -1.68 4.77 0.08
H -5.01 -1.15 4.52 0.08
```

ΔE to the lowest compared entry with this formula, charge and spin = 0.572 eV
calculated total energy = -55455.6901 eV
HOMO-LUMO gap = 6.99 eV
max |F| = 1.91 eV/Å
LUMO level = -0.1629 Ha
total charge = +1

---

# 7
Below is 5 unconnected molecules or ions with the total composition C15H21F3O15 at a distorted geometry, with properties calculated with the ωB97M-V functional and the def2-TZVPD basis.

XYZ file:
```
54
Properties=species:S:1:pos:R:3:lowdin_charge:R:1
C 1.06 -0.21 -1.50 0.00
C 0.72 1.21 -1.89 -0.34
O 0.72 1.90 -0.67 0.15
C 0.61 1.03 0.35 -0.56
O 0.35 1.36 1.50 0.13
O 0.94 -0.16 -0.05 0.11
F -0.47 1.21 -2.48 0.10
H 2.06 -0.42 -1.87 0.14
H 0.42 -0.98 -1.94 0.14
H 1.40 1.67 -2.61 0.15
C 0.76 -5.72 -5.67 -0.03
C -0.79 -5.67 -5.54 -0.28
O -0.90 -5.25 -4.20 0.12
C 0.19 -4.53 -3.80 -0.53
O 0.25 -3.74 -2.89 0.15
O 1.15 -4.72 -4.71 0.06
F -1.23 -6.95 -5.69 0.07
H 1.09 -5.30 -6.62 0.14
H 1.19 -6.69 -5.43 0.14
H -1.23 -4.90 -6.18 0.17
C -0.41 2.40 5.84 -0.02
C -0.36 3.22 4.56 -0.32
O -1.27 4.27 4.92 0.11
C -2.14 3.82 5.88 -0.54
O -3.09 4.49 6.27 0.14
O -1.83 2.56 6.11 0.08
F -0.89 2.48 3.59 0.09
H 0.21 2.83 6.63 0.14
H -0.18 1.34 5.73 0.12
H 0.67 3.45 4.28 0.17
C 0.17 -1.20 3.49 -0.06
O 0.08 -2.40 4.19 0.02
C -0.09 -2.47 5.50 -0.51
O -0.25 -1.46 6.21 0.07
O -0.15 -3.79 5.95 -0.02
C -0.27 -4.02 7.35 -0.06
H 0.71 -0.41 4.00 0.09
H -0.80 -0.77 3.23 0.11
H 0.78 -1.31 2.60 0.09
H 0.28 -4.86 7.79 0.09
H -1.33 -4.06 7.62 0.10
H 0.15 -3.13 7.81 0.08
C -1.91 3.30 -5.95 -0.02
O -0.51 3.07 -5.65 0.01
C 0.18 3.89 -4.88 -0.55
O -0.24 4.94 -4.41 0.10
O 1.46 3.38 -4.65 -0.04
C 2.28 4.10 -3.66 -0.03
H -2.42 2.45 -6.40 0.09
H -2.02 3.96 -6.81 0.09
H -2.49 3.78 -5.16 0.10
H 2.01 3.90 -2.63 0.08
H 2.03 5.16 -3.70 0.09
H 3.35 3.94 -3.82 0.09
```

ΔE to the lowest compared entry with this formula, charge and spin = 2.612 eV
calculated total energy = -54758.7828 eV
HOMO-LUMO gap = 10.98 eV
max |F| = 3.66 eV/Å
structure (SMILES) = O=C1OC[C@@H](F)O1.O=C1OC[C@@H](F)O1.O=C1OC[C@@H](F)O1.COC(=O)OC.COC(=O)OC
LUMO level = 0.0102 Ha

---

# 8
Below is a molecular structure, C8H20Li3NO7 at a distorted geometry, with properties calculated with the ωB97M-V functional and the def2-TZVPD basis.

XYZ file:
```
39
Properties=species:S:1:pos:R:3:lowdin_charge:R:1
Li 21.84 -10.99 16.83 0.78
Li 20.94 -8.48 16.17 0.87
Li 18.23 -9.49 21.44 0.93
N 19.81 -8.83 18.51 -0.58
O 19.19 -8.91 19.62 -0.06
O 20.25 -9.75 17.90 -0.04
O 20.07 -7.70 18.00 -0.07
C 19.95 -3.96 17.42 0.01
O 18.92 -3.34 18.18 0.03
C 18.06 -4.28 18.81 -0.08
C 17.34 -5.29 17.81 -0.11
O 16.61 -4.47 16.84 -0.08
C 15.52 -5.20 16.16 -0.01
H 20.75 -3.22 17.38 0.13
H 19.53 -4.14 16.43 0.13
H 20.36 -4.79 18.01 0.10
H 17.24 -3.75 19.30 0.15
H 18.57 -4.75 19.64 0.16
H 16.64 -5.89 18.38 0.14
H 17.99 -5.97 17.26 0.12
H 15.66 -6.27 16.01 0.10
H 15.38 -4.80 15.16 0.11
H 14.54 -5.06 16.60 0.11
C 20.90 -13.64 15.83 -0.08
O 21.29 -12.84 16.90 -0.28
C 21.78 -13.55 18.06 -0.15
C 22.18 -12.66 19.18 -0.16
O 22.62 -11.46 18.58 -0.30
C 23.28 -10.47 19.33 -0.07
H 21.40 -13.24 14.95 0.10
H 19.82 -13.74 15.75 0.11
H 21.32 -14.64 15.69 0.11
H 22.54 -14.27 17.74 0.15
H 20.95 -14.12 18.46 0.15
H 23.01 -13.04 19.78 0.16
H 21.30 -12.47 19.79 0.14
H 22.96 -9.45 19.10 0.08
H 24.36 -10.55 19.38 0.12
H 22.83 -10.53 20.32 0.10
```

calculated total energy = -25025.6252 eV
HOMO-LUMO gap (alpha / beta) = 8.25 / 4.99 eV
max |F| = 4.91 eV/Å
expectation value of S² = 0.756
LUMO level (alpha / beta) = -0.3701 / -0.4829 Ha
total charge = +3
spin multiplicity = 2

---

# 9
Below is a molecular structure, C20H26InN11O9S2 at a distorted geometry, with properties calculated with the ωB97M-V functional and the def2-TZVPD basis.

XYZ file:
```
69
Properties=species:S:1:pos:R:3:lowdin_charge:R:1
In -0.41 -0.10 0.79 0.97
N -0.44 -2.65 0.06 0.06
N 0.57 -3.06 -0.83 0.01
C 1.36 -2.12 -1.40 -0.41
N 2.06 -2.46 -2.48 0.22
N 1.47 -0.96 -0.77 0.10
N 2.07 0.08 -1.31 -0.43
O 1.84 1.16 -0.80 0.04
O 2.81 -0.04 -2.28 0.03
H -0.65 -3.40 0.71 0.13
H -1.28 -2.39 -0.47 0.08
H 0.31 -3.81 -1.47 0.16
H 1.81 -3.28 -3.02 0.12
H 2.65 -1.74 -2.89 0.10
O -4.84 -3.08 4.15 0.14
C -3.98 -2.53 3.50 -0.25
C -2.55 -2.29 3.92 -0.29
O -1.98 -2.75 4.90 0.08
C -1.98 -1.42 2.90 -0.31
C -2.88 -1.25 1.83 -0.30
O -2.56 -0.60 0.78 -0.06
C -4.14 -1.96 2.11 -0.28
O -5.10 -2.08 1.38 0.12
O -0.81 -0.90 2.86 -0.09
N -0.09 1.39 -7.89 0.11
C -0.49 1.09 -6.61 -0.32
C 0.42 1.20 -5.55 -0.02
C 0.05 0.80 -4.28 -0.07
C -1.21 0.30 -4.06 -0.32
C -2.14 0.22 -5.09 -0.05
C -1.78 0.62 -6.36 -0.02
S -1.65 -0.38 -2.47 0.61
O -3.07 -0.33 -2.32 -0.25
O -1.03 -1.70 -2.42 -0.32
N -0.85 0.47 -1.35 -0.19
C -1.25 1.69 -1.03 -0.76
S -1.89 2.85 -2.14 1.11
C -1.96 4.00 -0.82 -0.36
C -1.51 3.43 0.31 -0.22
N -1.10 2.13 0.19 0.01
H 0.74 1.95 -7.99 0.09
H -0.81 1.56 -8.57 0.10
H 1.40 1.59 -5.74 0.11
H 0.75 0.90 -3.47 0.10
H -3.12 -0.15 -4.86 0.12
H -2.49 0.56 -7.17 0.11
H -2.33 4.99 -0.99 0.06
H -1.49 3.89 1.29 0.11
C 3.37 1.72 4.42 -0.05
N 2.11 1.61 3.71 -0.16
C 1.61 2.87 3.21 -0.05
C 1.80 0.46 3.02 -0.42
N 1.47 0.51 1.76 0.08
N 1.94 -0.70 3.67 -0.14
C 1.73 -0.79 5.10 -0.03
C 1.86 -1.97 2.99 -0.04
H 3.21 2.13 5.42 0.09
H 4.04 2.38 3.87 0.09
H 3.84 0.74 4.50 0.09
H 1.60 3.58 4.05 0.10
H 0.59 2.74 2.85 0.09
H 2.22 3.29 2.41 0.10
H 1.65 1.41 1.33 0.04
H 1.54 0.19 5.52 0.09
H 2.60 -1.23 5.59 0.10
H 0.86 -1.42 5.30 0.10
H 1.88 -1.81 1.92 0.06
H 0.93 -2.49 3.25 0.09
H 2.71 -2.59 3.30 0.10
```

ΔE to the lowest compared entry with this formula, charge and spin = 1.169 eV
calculated total energy = -82821.8617 eV
HOMO-LUMO gap = 6.79 eV
max |F| = 2.19 eV/Å
LUMO level = -0.0113 Ha

---

Look up the max |F| of the seventh one.
3.66 eV/Å